(1)
This record from the OMol25 dataset describes 2 unconnected molecules or ions with the total composition C9H8Cl2FNOS in a non-equilibrium geometry. The level of theory is the ωB97M-V functional and the def2-TZVPD basis.

Geometry as ORCA input:
```
! wB97M-V def2-TZVPD RIJCOSX def2/J DEFGRID3
* xyz 0 1
H -2.4342 -0.8661 0.6908
N 1.9102 1.5849 -1.1342
H 1.0529 3.8170 -1.3092
F 2.7995 -0.8871 1.1741
C 1.0748 3.6199 -0.2412
C -1.3821 -2.7353 0.5787
H 0.0820 3.7416 0.1865
H 1.6990 -3.1845 -0.7695
C 3.5283 -0.4639 0.1402
C -1.5429 -1.3776 0.3590
H -0.6100 0.4093 -0.4325
C 0.5564 -1.3691 -0.6489
C -0.2353 -3.3955 0.1675
H 1.7430 4.3239 0.2510
H -0.1131 -4.4505 0.3543
Cl 4.6150 0.8319 0.6548
O 1.6389 1.7082 1.1228
C 0.7896 -2.6949 -0.4655
S 2.4510 0.1399 -1.3274
C -0.5333 -0.6543 -0.2726
Cl 4.4472 -1.8450 -0.4921
H -2.1567 -3.2849 1.0939
C 1.5575 2.2136 0.0216
*
```

Calculated values
gap between HOMO and LUMO (alpha / beta): 7.84 / 7.85 eV
LUMO (alpha / beta): -1.0 / -1.0 eV
energy relative to the best compared isomer or geometry (same formula, charge and spin): 0.0 kcal/mol
E_tot: -51594.7850 eV

(2)
This record from the OMol25 dataset describes a gas-phase ion, C6H13NO4PS (charge +1) in a non-equilibrium geometry. The level of theory is the ωB97M-V functional and the def2-TZVPD basis.

Geometry as ORCA input:
```
! wB97M-V def2-TZVPD RIJCOSX def2/J DEFGRID3
* xyz 1 3
C -0.9878 1.8932 -0.5378
H 0.9887 2.7371 -1.1723
P 3.1114 -0.3791 -0.2363
H 1.9992 2.7284 2.2083
C 0.1805 1.9800 -1.4104
H -1.3504 -2.4500 -0.9731
C 0.2752 1.0027 -0.2614
H 0.1039 1.6275 -2.3915
H 0.4606 3.0100 1.4883
O 2.9179 -1.8979 -0.1179
H -1.2878 2.6081 0.1133
H -1.7952 -0.1021 -0.0077
O 2.0831 0.3121 0.9036
C -1.1343 -0.9043 0.4361
C -1.3195 -2.3492 0.0937
H -0.9064 -0.7810 1.4696
N 1.2299 1.3162 0.7728
O 2.4181 0.1457 -1.5889
H -1.8015 1.3153 -1.0838
H 3.6605 -2.4488 0.2590
H -2.3496 -2.6552 0.3425
O 0.0436 -0.3772 -0.3845
S 4.9185 0.1047 0.2675
H 2.8960 -0.1333 -2.3352
C 1.2421 2.3269 1.5424
H -0.5410 -2.8923 0.6276
*
```

Calculated values
gap between HOMO and LUMO (alpha / beta): 7.43 / 4.25 eV
LUMO (alpha / beta): -2.9 / -8.5 eV
E_tot: -36223.9446 eV
⟨S²⟩: 2.0129

(3)
This record from the OMol25 dataset describes a molecular structure, C30H38MnN5O3PS3 in a non-equilibrium geometry. The level of theory is the ωB97M-V functional and the def2-TZVPD basis.

Geometry as ORCA input:
```
! wB97M-V def2-TZVPD RIJCOSX def2/J DEFGRID3
* xyz 0 6
C 10.4448 12.6406 7.7986
O 10.0287 14.3637 14.5805
H 7.3156 11.7777 18.8714
H 7.5233 7.6634 17.4663
H 10.7860 13.6636 11.8936
H 12.8919 16.2865 14.1683
H 4.0445 12.1184 17.4043
C 11.2138 8.6201 17.3142
C 4.1273 10.3957 16.0489
C 5.8016 10.5979 14.3960
S 10.7397 15.3144 13.6678
H 6.0760 13.0854 16.3122
H 9.7061 10.5985 19.6900
C 10.3123 9.5327 17.8420
C 7.5319 9.7654 18.0546
H 5.5272 13.5759 12.7740
H 11.3188 9.6136 21.0157
H 12.2850 13.6509 12.9227
H 10.1101 11.8107 5.8877
H 5.7279 15.2598 11.1519
H 12.5033 14.6950 14.9988
C 6.2873 10.2399 13.0359
H 4.6132 8.8937 12.4374
O 7.1550 14.2977 13.8803
H 4.6249 8.9942 20.4947
H 10.9425 8.1932 16.3145
C 8.4802 10.9055 8.7438
H 11.9948 15.0354 11.7416
C 4.5365 11.6251 16.5993
N 6.2058 11.7413 14.8953
C 5.6155 12.1791 15.9657
H 3.2800 9.9600 16.5112
C 7.0154 10.7133 18.9259
C 5.7144 9.0761 12.2441
C 7.0724 8.4300 18.1228
C 12.2542 8.1051 18.0726
H 12.9602 7.3596 17.7029
N 7.6789 10.8108 11.3382
C 11.3852 9.3230 19.9562
C 8.8276 10.9198 7.4353
C 10.4233 9.9381 19.1963
C 12.3533 8.4831 19.4158
Mn 8.5285 12.2215 14.1551
H 12.4009 11.0747 14.4829
C 9.8494 11.7629 6.9226
H 5.4587 11.1836 20.3044
H 6.2253 8.1667 12.6432
H 7.8536 14.8143 13.5382
H 6.6091 16.4787 12.1878
H 5.2541 15.0322 13.7427
H 7.3946 15.0981 11.5243
H 11.2735 11.9512 15.2448
H 11.7846 16.2205 15.4931
C 6.0446 10.3924 19.8286
H 11.1467 13.4254 7.5115
H 8.2843 10.2574 6.7553
H 4.4744 8.8396 14.5566
C 12.1772 15.6730 14.6819
C 4.7725 9.8502 14.9838
C 10.0955 12.5698 9.1376
C 6.4516 15.4402 11.8925
O 8.9325 12.7065 11.8451
C 5.4958 9.1030 19.8972
H 5.9660 9.1814 11.1733
H 13.0386 8.0159 20.0945
C 5.9971 14.5431 13.0656
H 7.5700 10.4050 9.1268
H 5.7447 7.1389 19.1777
N 10.7005 11.4537 13.4598
N 11.7720 11.8434 14.4026
S 9.0473 12.1170 16.7357
S 8.6369 9.1825 15.0243
H 10.7908 10.4300 13.3972
C 8.5873 11.7910 10.9898
C 11.5343 14.2777 12.3867
N 7.2470 10.9998 12.6479
H 10.7190 13.0203 9.8823
C 6.0605 8.1274 19.0739
P 8.8630 10.1184 16.8460
C 9.1170 11.7126 9.6552
H 10.8411 11.8753 12.5714
*
```

Calculated values
gap between HOMO and LUMO (alpha / beta): 7.58 / 7.54 eV
LUMO (alpha / beta): 0.2 / 0.1 eV
energy relative to the best compared isomer or geometry (same formula, charge and spin): 37.7 kcal/mol
E_tot: -118435.1219 eV
⟨S²⟩: 8.7530

(4)
This record from the OMol25 dataset describes a molecular structure, C14H56BeN28O18S in a non-equilibrium geometry. The level of theory is the ωB97M-V functional and the def2-TZVPD basis.

Geometry as ORCA input:
```
! wB97M-V def2-TZVPD RIJCOSX def2/J DEFGRID3
* xyz 0 1
N 7.3493 4.7062 -18.8806
O 5.6116 10.1218 -14.5032
H 4.2050 4.5762 -12.6909
H 6.8968 4.6504 -10.6463
H 3.9326 12.0145 -18.4338
N 2.9622 7.1220 -22.4474
H 5.6974 12.0330 -17.7468
H 5.8789 5.3341 -20.4554
O -0.8363 6.9236 -16.4693
H 2.1371 4.7990 -16.8733
N 6.8286 11.8308 -15.2919
H 8.1824 6.9528 -19.5533
H 5.9592 4.1325 -9.2466
H 2.9275 6.9301 -23.4384
H 5.2451 4.1565 -14.7651
H 4.1360 9.9220 -11.5089
O 6.7094 7.1935 -14.2639
S 3.7747 9.2100 -18.5281
N 0.2516 8.0994 -18.0866
H 8.1378 2.3120 -16.3188
H 6.4458 10.6058 -19.3565
C 3.3894 8.5725 -12.7049
H 2.2113 10.1088 -15.3266
N 9.1878 9.8155 -18.0819
N 6.0171 4.3970 -10.2196
H 3.1615 11.6336 -15.0778
H 9.5717 9.9474 -19.0068
H 8.3876 6.7885 -21.2610
H 7.1545 12.7856 -15.2457
N 2.8453 7.9220 -11.6712
H 2.7800 8.3778 -10.7722
H 4.1794 10.1983 -13.2388
H 8.8735 7.4642 -11.9515
H 9.7420 9.2063 -17.4973
H 9.1952 4.3560 -16.3690
N 6.6788 7.1925 -12.0252
H 8.2076 10.8837 -19.6840
N 5.5981 5.6486 -19.5376
H 2.4567 7.6275 -20.0897
O 4.5703 10.3768 -18.8912
H 5.0763 6.5132 -19.5171
H 8.4276 5.6262 -15.4773
C 9.9889 6.6175 -20.2795
O 6.3870 6.1207 -17.5273
N 3.6569 12.9562 -18.1946
H 7.9400 4.4335 -18.1081
Be 5.1997 8.0507 -16.0654
N 4.2512 4.1078 -14.9378
H 2.7685 6.9185 -11.7556
C 4.8405 4.3734 -10.8326
N 0.4064 10.7895 -14.1853
C 7.5982 3.8760 -15.1342
N 2.3811 11.0141 -14.9122
H 1.1226 8.4318 -18.4753
O 3.4608 9.3674 -17.0774
N 8.5949 7.3428 -12.9147
N 5.2054 12.2819 -13.9764
N 2.5140 4.3116 -16.0730
H 7.2124 7.2154 -11.1680
O 4.6189 8.0303 -18.6133
H 2.7275 13.3427 -18.2776
H 0.6304 9.8073 -14.1130
H 2.2628 3.3771 -15.7834
N 2.1456 6.7533 -20.4885
H 5.9512 4.8163 -12.4787
H 9.3628 7.3893 -13.5690
C 3.5875 4.9373 -15.6930
H 5.7537 13.1301 -13.9757
N 7.5177 2.6755 -15.6093
O 1.2977 12.7392 -13.9544
O 3.7999 4.1984 -10.2602
O 6.8708 4.2248 -14.2568
C 4.6321 13.6918 -17.7535
O 1.7289 5.3523 -22.1850
C 6.2600 10.0420 -22.2507
H 5.9932 11.8910 -22.4764
N 10.5258 6.4264 -21.4501
H 5.6861 7.3749 -11.9871
H -0.3552 11.1797 -13.6489
H 4.5615 12.0068 -13.2485
O 7.1626 9.4875 -17.0954
C 6.3684 5.4209 -18.5022
O 6.9722 9.8949 -23.1703
N 8.5355 4.6384 -15.6584
H 11.5329 6.4842 -21.5008
H 7.2025 4.0797 -19.6591
H -0.6300 8.1194 -18.5790
H 7.2505 11.1905 -15.9493
N 1.2718 7.4596 -16.3535
C 1.4174 11.5624 -14.1957
N 8.8046 6.8738 -20.3450
H 6.8509 2.0585 -15.1679
O 3.7215 8.1579 -13.8131
C 5.8965 11.3249 -14.5660
H 5.2710 9.4404 -20.6543
H 3.6222 3.4473 -14.5038
H 6.1527 8.2257 -21.5903
O 2.4991 9.0783 -19.1884
N 5.8897 9.1841 -21.4104
O 4.4579 14.8807 -17.4351
N 5.6534 11.0914 -21.9613
N 5.7276 13.0385 -17.6569
H 1.3182 7.0764 -15.4202
C 7.3066 7.2789 -13.1804
N 3.7691 9.7473 -12.4336
N 7.4248 10.6078 -19.1084
H 1.9596 8.0774 -16.7601
H 1.5627 6.1016 -19.9828
C 7.8710 9.8809 -18.0560
N 5.0416 4.5557 -12.1254
C 2.2334 6.3708 -21.7116
H 3.4052 7.9878 -22.1753
C 0.1530 7.4591 -16.9369
O 3.9010 6.0736 -15.9501
H 6.6087 13.5095 -17.5090
H 5.2774 11.1602 -21.0264
O 10.4754 6.6240 -19.2205
H 10.0534 6.7790 -22.2702
*
```

Calculated values
gap between HOMO and LUMO: 7.63 eV
LUMO: -1.0 eV
energy relative to the best compared isomer or geometry (same formula, charge and spin): 13.3 kcal/mol
E_tot: -105247.6256 eV

(5)
This record from the OMol25 dataset describes 10 unconnected molecules or ions with the total composition C30H60O30 in a non-equilibrium geometry. The level of theory is the ωB97M-V functional and the def2-TZVPD basis.

Geometry as ORCA input:
```
! wB97M-V def2-TZVPD RIJCOSX def2/J DEFGRID3
* xyz 0 1
H 3.1982 -2.9714 -4.2872
C -1.9358 3.9336 1.7868
H 3.3262 -3.0754 -6.2352
C -5.4998 5.8826 -1.5312
O 1.8342 0.5106 -6.1052
C 0.9962 5.0266 3.2828
O 1.7512 -6.9694 -0.4782
C 0.6622 0.9696 -6.6532
O -2.0878 0.5616 2.5118
H -6.2258 5.6106 -0.7562
O -2.8488 -2.8924 -3.7902
H 4.1102 -7.3494 -1.2072
H -0.2388 0.5056 1.6148
O -2.4798 -1.3854 -2.0792
H -0.6268 -2.3714 6.7128
C 4.7902 -0.8924 0.1408
O 1.2402 -2.0574 3.1258
H -0.8728 -5.5174 -0.4962
C -3.4528 0.2856 2.7818
O 0.9982 -5.0044 -1.3272
O -3.9018 2.9716 -3.0012
H 0.7922 5.9306 2.4848
O -3.8808 0.7536 3.9818
C -6.2268 5.6826 3.2678
C -4.0458 4.9106 2.5208
H 4.6662 0.0066 0.6398
O 1.7552 3.9706 2.5318
H 0.3432 3.6766 -1.9482
H 5.0842 2.8116 0.3268
H -5.5838 -2.1774 -0.2462
H 1.6212 5.4486 4.1148
H 0.3082 0.2836 -7.5572
O 0.6742 -1.6404 5.3318
H 2.0482 -1.6784 -1.7072
H 3.8962 -1.4854 0.4188
C -5.0738 0.3706 4.4688
H -5.1328 0.5796 5.5628
H 4.3722 4.2276 -0.0342
H -0.8768 -4.8204 -1.6712
H -0.7958 -2.2444 -4.0932
H -1.8758 2.3926 -2.7572
O -5.1078 4.8396 -2.5232
C 2.0172 -5.8744 -0.9422
O -3.0258 4.0356 2.7688
H 0.5852 2.0686 -6.9532
C 4.6572 3.4726 0.6358
C -2.9258 2.0016 -2.6332
H -1.5588 -0.9674 1.3958
H 7.0832 -4.9784 2.5128
O 0.4332 1.8336 -1.9822
H 2.2582 -3.3454 1.8528
C -1.3798 0.1076 1.4258
H 8.5272 -4.4294 2.6098
O 7.4032 -2.9604 1.6648
H -5.8368 6.7336 -1.9482
H 7.3652 -3.6444 3.6378
H -7.0258 5.2616 3.8898
H -0.5978 -6.3794 -1.8012
O 3.3062 -1.1044 -5.3992
C 2.0632 -0.7034 -5.7762
H 5.3582 -5.9014 -0.8472
H -2.7178 1.1026 -3.2432
H 0.9692 -2.7064 7.3368
C -4.5568 -2.0264 -0.6492
H 4.1292 -6.5804 0.3298
H 1.1162 3.0516 -0.2942
O 0.8432 -0.2774 -2.5692
C 0.9242 -2.6314 4.4288
C -1.8178 -2.3124 -4.6082
H -1.6978 -2.8224 -5.5672
H 1.1022 -2.2324 -3.0472
H -4.0898 -1.1324 -0.6452
H 0.1972 -2.2104 -1.5332
H -1.1578 3.2856 2.2878
O 5.1122 -3.2344 1.8828
C 4.2972 -6.3414 -0.7422
O 1.2022 -1.6564 -6.0022
O -4.1368 5.6056 1.4158
O 3.2682 -5.3694 -0.9742
C 0.4012 -2.0894 6.7138
C -0.4128 -5.5384 -1.3512
C 0.8182 0.6076 -1.5872
H -2.1228 3.6776 0.8588
C 1.2222 -2.9834 2.0148
H -3.8748 -2.4524 -0.0672
O -3.2198 4.3876 -1.3952
H -0.6378 2.9366 -0.6642
C 6.0962 -2.6584 1.3248
H -1.5838 0.4046 0.3728
H 1.2892 -2.2734 1.1868
C -4.0408 4.0266 -2.2392
H -1.3498 4.7596 1.5408
C 0.9792 -1.6454 -2.1532
H 4.7152 -2.5044 -5.1412
H -5.5168 -0.6574 4.4288
C 0.3382 2.9266 -1.1852
C 3.6042 -2.4844 -5.2392
O 0.8732 -3.8554 4.5948
H -6.6108 5.7056 2.2178
H -2.8378 1.7386 -1.5152
H 0.4532 -1.1994 7.2478
H -5.8768 6.7346 3.5148
O 5.9502 -1.6494 0.4578
O -4.0528 -0.4464 2.0908
H -4.4888 6.1616 -0.8432
O 3.4722 3.2856 1.4228
O 1.0612 0.3596 -0.4042
O -4.9798 4.9426 3.3728
H 5.5252 3.8586 1.2098
H 4.6462 -0.6174 -0.8452
O -4.3558 -2.6374 -1.9692
H 0.5182 -3.7384 1.9038
O 3.2342 5.4986 2.0268
C 2.8932 4.2796 2.0008
H -0.2138 0.7016 -5.9392
C -3.2378 -2.2104 -2.6002
H -1.9518 -1.2844 -4.8822
H -5.8648 1.0826 4.0948
H 0.1632 4.5336 3.6978
C 7.5892 -4.0324 2.6808
*
```

Calculated values
gap between HOMO and LUMO: 10.52 eV
LUMO: 0.5 eV
energy relative to the best compared isomer or geometry (same formula, charge and spin): 355.0 kcal/mol
E_tot: -93492.4578 eV

(6)
This record from the OMol25 dataset describes 2 unconnected molecules or ions with the total composition CH2N4O3 in a non-equilibrium geometry. The level of theory is the ωB97M-V functional and the def2-TZVPD basis.

Geometry as ORCA input:
```
! wB97M-V def2-TZVPD RIJCOSX def2/J DEFGRID3
* xyz 0 1
O -0.0777 -3.1438 0.1139
N -1.5897 -1.4659 0.0005
N -4.3376 0.6031 0.0827
C -3.2760 0.1578 0.1297
O -1.5646 1.7862 -0.0912
N -1.9790 -0.2868 0.1926
H 1.4179 -1.6222 -0.4160
O 0.5517 -1.1921 -0.7014
N -0.3980 -1.9513 -0.0251
H -0.6684 1.7859 0.2127
*
```

Calculated values
gap between HOMO and LUMO (alpha / beta): 8.68 / 7.69 eV
LUMO (alpha / beta): -1.3 / -2.7 eV
energy relative to the best compared isomer or geometry (same formula, charge and spin): 110.9 kcal/mol
E_tot: -13162.2670 eV